(1)
{
  "formula": "C28H24Br4O8",
  "method": "ωB97M-V/def2-TZVPD",
  "elements": ["Br", "C", "C", "Br", "H", "H", "H", "H", "Br", "C", "C", "Br", "H", "H", "H", "H", "C", "C", "C", "O", "C", "C", "C", "O", "H", "H", "H", "H", "C", "C", "C", "O", "C", "C", "C", "O", "H", "H", "H", "H", "C", "C", "C", "O", "C", "C", "C", "O", "H", "H", "H", "H", "C", "C", "C", "O", "C", "C", "C", "O", "H", "H", "H", "H"],
  "coordinates": [[-3.0883, -1.7131, -1.7576], [-2.2948, -1.0471, -3.4004], [-0.8600, -1.4949, -3.4597], [0.0631, -0.8523, -5.0440], [-2.4333, 0.0262, -3.3639], [-2.8116, -1.5142, -4.2329], [-0.7977, -2.5799, -3.5239], [-0.2731, -1.2418, -2.5846], [-0.0205, 0.5041, -0.5532], [-0.1314, 0.3353, 1.3596], [0.7072, 1.4226, 1.9773], [0.4789, 1.3590, 3.9094], [0.2101, -0.6369, 1.7048], [-1.1674, 0.4575, 1.6686], [0.3704, 2.4063, 1.6634], [1.7622, 1.3453, 1.7279], [-0.1862, 3.5277, -2.4225], [-0.0713, 3.8415, -3.7054], [0.5288, 5.1352, -4.1381], [0.5971, 5.4510, -5.2985], [0.9525, 6.0451, -3.0414], [0.8220, 5.7480, -1.7536], [0.2648, 4.4322, -1.3287], [0.2340, 4.1057, -0.1652], [-0.7027, 2.6238, -2.1188], [-0.3997, 3.1405, -4.4644], [1.4254, 6.9686, -3.3609], [1.0001, 6.4962, -0.9909], [-1.7410, -3.0086, 4.7341], [-1.9980, -2.0830, 3.8084], [-3.2673, -2.1035, 3.0391], [-3.5750, -1.2055, 2.2910], [-4.1954, -3.2375, 3.3050], [-3.8752, -4.2176, 4.1507], [-2.6854, -4.1195, 5.0323], [-2.5397, -4.8367, 5.9937], [-0.7836, -2.9759, 5.2410], [-1.2529, -1.3256, 3.5929], [-5.1295, -3.2286, 2.7577], [-4.5949, -5.0118, 4.3132], [0.2404, -4.7925, 2.8216], [0.4158, -3.7598, 1.9932], [-0.5239, -3.4427, 0.8835], [-0.3041, -2.5356, 0.1140], [-1.7496, -4.2833, 0.8151], [-1.9008, -5.3290, 1.6129], [-0.9092, -5.7158, 2.6551], [-1.0777, -6.6898, 3.3459], [0.9867, -4.9434, 3.5923], [1.2789, -3.1160, 2.1253], [-2.4341, -4.0893, -0.0024], [-2.7909, -5.9461, 1.5525], [4.8896, 4.3532, -1.7635], [4.9719, 3.4804, -0.7616], [4.2307, 2.1973, -0.8086], [4.0957, 1.4814, 0.1564], [3.5716, 1.8741, -2.1014], [3.4300, 2.7767, -3.0728], [4.0881, 4.1053, -2.9970], [3.9687, 4.9461, -3.8577], [5.3465, 5.3353, -1.7085], [5.6352, 3.7302, 0.0573], [3.1425, 0.8907, -2.2516], [2.8572, 2.5354, -3.9616]],
  "lowdin_charge": [0.669, -0.682, -0.749, 0.611, 0.048, 0.056, 0.055, -0.032, 0.803, -0.690, -0.693, 0.639, 0.034, 0.055, 0.031, 0.049, -0.013, 0.018, -0.393, 0.122, 0.011, 0.020, -0.378, 0.091, 0.051, 0.120, 0.127, 0.122, 0.018, 0.015, -0.388, 0.107, 0.018, 0.013, -0.391, 0.122, 0.128, 0.085, 0.124, 0.126, 0.014, 0.015, -0.376, 0.030, 0.011, 0.013, -0.391, 0.124, 0.127, 0.125, 0.089, 0.128, 0.020, 0.023, -0.380, 0.104, 0.021, 0.016, -0.387, 0.109, 0.122, 0.122, 0.117, 0.122],
  "smiles": "O=C1C=CC(=O)C=C1.O=C1C=CC(=O)C=C1.O=C1C=CC(=O)C=C1.O=C1C=CC(=O)C=C1.BrCCBr.BrCCBr",
  "energy_ha": -11979.2006,
  "gap_ev": 7.9,
  "max_force_ev_per_a": 0.9
}

---

(2)
{
  "formula": "C28H33N3O15P",
  "method": "ωB97M-V/def2-TZVPD",
  "elements": ["C", "C", "C", "C", "C", "C", "C", "O", "N", "C", "N", "C", "C", "P", "N", "O", "O", "H", "H", "H", "H", "H", "H", "H", "H", "H", "H", "H", "H", "H", "H", "H", "H", "H", "H", "H", "H", "H", "C", "C", "C", "O", "C", "C", "C", "O", "O", "O", "H", "H", "H", "H", "C", "C", "C", "O", "C", "C", "C", "O", "O", "O", "H", "H", "H", "H", "C", "C", "C", "O", "C", "C", "C", "O", "O", "O", "H", "H", "H", "H"],
  "coordinates": [[1.5979, 1.4634, 2.2082], [1.6410, 0.6924, 3.6519], [0.2639, 1.0712, 4.4850], [1.9554, -0.9110, 3.5889], [1.7627, -1.6150, 2.1242], [2.5588, -3.0836, 2.2195], [0.1839, -2.0145, 1.7749], [-0.7210, -0.8434, 1.9018], [-1.9839, -1.2280, 1.6125], [-2.5647, -1.0910, 0.2197], [-3.9999, -1.6281, 0.2596], [-4.3169, -2.1026, 1.6742], [-2.9759, -1.8179, 2.6165], [-2.7598, -2.1455, 4.5093], [-3.7846, -3.2775, 5.0658], [-3.1258, -0.6303, 5.3506], [-1.1412, -2.6556, 4.8971], [0.5147, 1.4579, 1.7253], [2.4324, 1.1087, 1.4396], [1.8499, 2.6067, 2.4272], [2.5321, 1.1843, 4.2738], [-0.4352, 1.8133, 3.8758], [-0.3526, 0.0879, 4.7612], [0.5568, 1.5811, 5.5197], [3.0218, -1.1768, 4.0120], [1.1816, -1.4347, 4.3303], [2.2641, -1.0562, 1.2259], [2.7280, -3.5665, 1.1630], [2.0769, -3.8133, 2.9968], [3.6330, -2.8043, 2.6536], [0.1281, -2.4497, 0.6675], [-0.2025, -2.8998, 2.4677], [-2.0684, -0.6437, -0.7664], [-4.5792, -1.6081, -0.6084], [-5.3553, -2.5769, 1.9837], [-3.1548, -4.0155, 5.4739], [-2.6981, 0.1455, 4.8681], [-0.8433, -2.1538, 5.7348], [4.0012, -1.1209, -3.7248], [3.1101, -0.6784, -2.8355], [3.3978, -0.7022, -1.3745], [2.5670, -0.2712, -0.5827], [4.6879, -1.2564, -0.9351], [5.5774, -1.7021, -1.8243], [5.3008, -1.6526, -3.2862], [6.1456, -2.0528, -4.0802], [6.7907, -2.2266, -1.4181], [1.8855, -0.1797, -3.2400], [3.8061, -1.1073, -4.7897], [4.8768, -1.2843, 0.1304], [7.2566, -2.4774, -2.2455], [1.4221, 0.0766, -2.4130], [-7.8921, -1.7783, -3.5539], [-8.6993, -1.1413, -4.4044], [-8.5099, 0.3024, -4.7167], [-9.2559, 0.8560, -5.5167], [-7.4190, 1.0174, -4.0360], [-6.6140, 0.3810, -3.1829], [-6.7865, -1.0687, -2.8920], [-6.0194, -1.6304, -2.1172], [-5.5885, 1.0475, -2.5378], [-9.7423, -1.8009, -5.0283], [-8.0170, -2.8279, -3.3195], [-7.3036, 2.0705, -4.2585], [-5.1504, 0.3711, -1.9764], [-10.1765, -1.1260, -5.5942], [3.2588, 5.4709, -1.2636], [2.9876, 4.1654, -1.3156], [4.0401, 3.1698, -1.6600], [3.7655, 1.9751, -1.6814], [5.3881, 3.6712, -1.9702], [5.6582, 4.9771, -1.9215], [4.6127, 5.9697, -1.5503], [4.8958, 7.1618, -1.4962], [6.9221, 5.4554, -2.2145], [1.7168, 3.6894, -1.0500], [2.5039, 6.2054, -1.0125], [6.1391, 2.9385, -2.2363], [6.8635, 6.4299, -2.1075], [1.7770, 2.7145, -1.1511]],
  "lowdin_charge": [-0.117, -0.356, -0.107, -0.140, -0.276, -0.095, -0.102, -0.118, -0.131, 0.118, 0.061, 0.080, -0.069, 0.709, -0.194, -0.218, -0.252, 0.082, 0.077, 0.098, 0.140, 0.088, 0.042, 0.096, 0.123, 0.106, 0.095, 0.088, 0.091, 0.093, 0.149, 0.134, 0.183, 0.100, 0.154, 0.005, 0.070, 0.110, 0.087, -0.220, -0.322, 0.028, 0.081, -0.198, -0.297, 0.121, 0.090, 0.075, 0.142, 0.137, 0.121, 0.104, 0.081, -0.194, -0.291, 0.134, 0.093, -0.206, -0.293, 0.055, 0.076, 0.101, 0.141, 0.145, 0.093, 0.124, 0.084, -0.201, -0.277, 0.101, 0.083, -0.202, -0.299, 0.120, 0.091, 0.073, 0.141, 0.139, 0.121, 0.103],
  "energy_ha": -2720.3836,
  "gap_ev": 7.5,
  "max_force_ev_per_a": 7.0,
  "total_charge": 1
}

---

(3)
{
  "formula": "C22H24N2O3S",
  "method": "ωB97M-V/def2-TZVPD",
  "elements": ["O", "C", "C", "C", "C", "C", "N", "C", "C", "C", "C", "C", "C", "H", "H", "H", "H", "C", "H", "H", "C", "O", "H", "C", "N", "C", "H", "C", "H", "O", "C", "H", "C", "H", "H", "H", "H", "H", "H", "H", "H", "H", "H", "H", "C", "C", "C", "C", "S", "H", "H", "H"],
  "coordinates": [[4.3958, 2.2576, -0.8494], [4.5277, 1.1549, -0.3323], [3.4383, 0.1916, -0.2125], [2.2201, 0.4966, -0.6989], [1.0296, -0.2892, -0.6946], [-0.1476, 0.1377, -1.2786], [-1.1215, -0.7945, -1.1601], [-0.6149, -1.8648, -0.4620], [-1.2392, -3.0445, -0.0813], [-0.4875, -3.9708, 0.6088], [0.8517, -3.7267, 0.9143], [1.4715, -2.5530, 0.5439], [0.7419, -1.5951, -0.1575], [2.5048, -2.3880, 0.8018], [1.4103, -4.4745, 1.4581], [-0.9408, -4.8990, 0.9230], [-2.2814, -3.2176, -0.2947], [-2.4679, -0.6394, -1.6289], [-2.8496, -1.6103, -1.9539], [-2.4625, 0.0488, -2.4784], [-3.4070, -0.0896, -0.5402], [-3.7472, -1.1319, 0.3356], [-4.5790, -0.8714, 0.7605], [-4.6862, 0.4928, -1.1663], [-5.6587, 0.7379, -0.1149], [-5.4437, 2.0033, 0.5730], [-4.4198, 2.0447, 0.9466], [-6.4154, 2.1041, 1.7493], [-6.3182, 3.0707, 2.2456], [-7.7523, 2.0105, 1.3205], [-7.9666, 0.8003, 0.6357], [-9.0107, 0.8062, 0.3193], [-7.0383, 0.6707, -0.5729], [-7.2066, -0.2931, -1.0577], [-7.2651, 1.4769, -1.2906], [-7.7946, -0.0491, 1.3146], [-6.1961, 1.3001, 2.4688], [-5.6082, 2.8563, -0.1078], [-5.1024, -0.2558, -1.8456], [-4.4512, 1.3985, -1.7461], [-2.8695, 0.7005, 0.0120], [-0.3319, 1.0633, -1.7922], [2.1237, 1.4716, -1.1656], [3.6466, -0.7497, 0.2628], [5.8317, 0.7516, 0.1996], [6.2654, -0.3906, 0.8230], [7.6267, -0.3424, 1.1682], [8.2131, 0.8327, 0.8048], [7.1214, 1.9028, 0.0367], [9.2336, 1.1292, 0.9476], [8.1473, -1.1431, 1.6635], [5.6407, -1.2401, 1.0317]],
  "lowdin_charge": [0.025, -0.454, -0.008, -0.009, -0.152, 0.006, -0.043, -0.157, -0.009, -0.087, -0.094, -0.020, -0.099, 0.092, 0.099, 0.100, 0.102, -0.079, 0.140, 0.135, -0.353, -0.018, 0.089, -0.147, -0.192, -0.155, 0.124, -0.192, 0.128, -0.128, -0.195, 0.127, -0.161, 0.127, 0.133, 0.127, 0.128, 0.134, 0.131, 0.134, 0.145, 0.138, 0.123, 0.076, -0.449, -0.116, -0.187, -0.408, 1.084, 0.061, 0.100, 0.105],
  "smiles": "O=C(/C=C/c1cn(C[C@H](O)CN2CCOCC2)c2ccccc12)c1cccs1",
  "e_above_lowest_ev": 1.505,
  "energy_ha": -1586.1291,
  "gap_ev": 7.7,
  "max_force_ev_per_a": 0.8
}

---

(4)
{
  "formula": "C7H10BrF2NO",
  "method": "ωB97M-V/def2-TZVPD",
  "elements": ["C", "C", "C", "C", "C", "C", "C", "N", "O", "F", "F", "Br", "H", "H", "H", "H", "H", "H", "H", "H", "H", "H"],
  "coordinates": [[0.5607, 1.8129, -1.2525], [0.6049, -0.2599, 1.5121], [-0.9231, -0.1926, 1.7675], [1.0234, -1.1013, 0.3055], [-1.6597, 0.4417, 0.6866], [-0.8403, -0.7243, -1.0906], [1.2355, 0.4302, -1.6476], [0.5301, -0.6779, -1.0188], [1.1172, 2.6828, -0.6396], [-1.3927, -0.3643, -2.2368], [-1.2733, -1.9878, -0.8069], [-3.5340, 0.2114, 0.5305], [-0.4060, 1.9087, -1.6810], [0.9033, 0.7438, 1.4811], [0.9983, -0.7172, 2.4244], [-1.2664, -1.1495, 1.7937], [-1.0062, 0.2960, 2.7290], [2.2192, -1.2959, 0.1764], [0.7224, -2.2560, 0.4054], [-1.3074, 1.3795, 0.2127], [1.4743, 0.2879, -2.6517], [2.2198, 0.5318, -0.9992]],
  "lowdin_charge": [-0.235, -0.158, -0.291, -0.164, -0.606, -0.460, -0.075, -0.100, 0.072, 0.131, 0.065, 0.702, 0.100, 0.088, 0.119, 0.070, 0.118, 0.164, 0.158, 0.047, 0.097, 0.157],
  "energy_ha": -3176.3350,
  "gap_ev": 8.6,
  "max_force_ev_per_a": 5.7
}

---

Which formula does entry 2 have? C28H33N3O15P